(1)
12
Properties=species:S:1:pos:R:3:forces:R:3 method="wB97M-V/def2-TZVPD" e_homo_ev=-9.91 charge=0 smiles="O=CC(=O)N1CC1"
O 3.02862 -0.40475 -0.55791 -0.48 -0.12 -0.03
C 1.84549 -0.59794 -0.51451 0.70 0.13 -0.08
C 0.97022 -0.07627 0.62957 0.12 0.19 0.41
O 1.38287 0.31740 1.69405 -0.07 -0.12 -0.38
N -0.34372 -0.24113 0.30906 0.39 -0.55 0.20
C -1.12411 0.19778 -0.79672 -0.47 0.29 0.27
C -1.48632 0.46847 0.71766 -0.30 -0.14 -0.41
H 1.30273 -1.17490 -1.29596 0.12 0.11 0.12
H -1.45130 -0.65252 -1.41673 -0.77 0.58 0.61
H -0.95676 1.08947 -1.38722 0.84 0.09 0.18
H -1.26019 1.37017 1.31878 -0.31 0.01 -1.13
H -2.35977 -0.05815 1.07466 0.24 -0.46 0.26

***

(2)
12
Properties=species:S:1:pos:R:3:forces:R:3 method="wB97M-V/def2-TZVPD" e_homo_ev=-8.71 charge=0 smiles="Cc1coc(=O)[nH]1"
C -1.54937 -0.38873 -0.64040 -0.06 0.00 -0.05
C -0.17623 0.07283 -0.30764 -0.06 0.23 0.14
C 0.31052 1.29580 -0.08446 -0.35 -0.06 0.03
O 1.56642 1.21695 0.48490 0.00 -0.04 0.33
C 1.76865 -0.09519 0.81876 0.22 -0.21 0.29
O 2.56233 -0.47169 1.63604 0.09 -0.02 -0.56
N 0.83601 -0.81616 0.09591 -0.08 0.02 0.31
H -1.59620 -0.98944 -1.55373 0.06 0.08 0.09
H -1.93055 -0.99613 0.19018 0.00 0.06 -0.17
H -2.21186 0.47274 -0.75198 0.10 -0.12 -0.05
H -0.14667 2.26924 -0.07643 0.03 -0.02 -0.35
H 0.66426 -1.78024 0.33358 0.04 0.08 -0.01

***

(3)
12
Properties=species:S:1:pos:R:3:forces:R:3 method="wB97M-V/def2-TZVPD" e_homo_ev=-7.85 charge=0
O 2.17203 -1.19184 0.01296 -0.46 0.08 -0.41
C 1.34845 -1.05259 -0.83696 0.49 -0.07 0.29
C 0.44849 0.98335 -0.02328 0.11 0.04 0.10
C -0.89289 1.48282 0.50545 -0.28 0.16 0.08
N -0.53033 0.08526 0.56168 -0.03 -0.43 -0.19
C -0.83702 -1.06253 0.08500 0.03 0.21 0.11
O 0.02753 -1.69637 -0.66148 -0.09 0.06 0.06
H 1.47640 -0.83469 -1.89747 -0.01 0.02 0.13
H 1.25025 1.16454 0.70350 -0.08 -0.01 -0.11
H -1.69786 1.73354 -0.18671 0.16 -0.07 0.09
H -0.97858 1.95173 1.48535 0.07 -0.07 -0.16
H -1.78646 -1.56322 0.25198 0.09 0.08 0.00

***

(4)
12
Properties=species:S:1:pos:R:3:forces:R:3 method="wB97M-V/def2-TZVPD" e_homo_ev=-7.63 charge=0 smiles=Nc1cc(O)co1
N 0.59272 2.19700 0.02062 -0.01 0.00 0.01
C 0.33004 0.84088 0.05037 -0.18 -0.05 -0.04
C -0.83394 0.13347 0.05128 0.03 0.08 -0.02
C -0.42808 -1.24038 -0.06351 0.37 0.14 0.00
O -1.24018 -2.33098 -0.12360 -0.27 0.11 -0.07
C 0.92350 -1.26504 -0.10416 -0.13 -0.24 -0.02
O 1.39817 0.03098 -0.01974 -0.08 0.16 -0.02
H 1.56319 2.42946 0.16125 0.00 -0.02 0.08
H -0.03332 2.76216 0.57236 0.06 -0.03 -0.01
H -1.83879 0.52883 0.11115 0.15 -0.05 -0.06
H -2.09416 -2.04182 -0.47215 0.17 -0.16 0.14
H 1.66085 -2.04455 -0.18387 -0.10 0.07 0.00

***

(5)
12
Properties=species:S:1:pos:R:3:forces:R:3 method="wB97M-V/def2-TZVPD" e_homo_ev=-10.67 charge=0 smiles="O=C1CCN=CO1"
O 2.53165 -0.26301 -0.33436 -0.57 0.06 -0.15
C 1.33777 -0.16990 -0.33411 0.56 0.03 0.33
C 0.47143 -0.34958 0.89129 -0.15 -0.05 -0.07
C -0.88316 0.34558 0.74562 0.06 0.09 0.14
N -1.48368 0.15406 -0.56746 0.32 0.00 -0.30
C -0.69035 0.09031 -1.53920 -0.31 -0.06 0.14
O 0.69016 0.14260 -1.50525 0.03 -0.15 0.11
H 0.34654 -1.42210 1.08444 0.03 0.11 -0.21
H 1.04977 0.04567 1.72662 -0.07 -0.02 0.00
H -0.75972 1.42551 0.89174 -0.04 -0.07 0.01
H -1.58652 0.00344 1.51044 0.15 0.03 -0.14
H -1.02390 -0.00259 -2.56976 -0.02 0.01 0.15

***

(6)
12
Properties=species:S:1:pos:R:3:forces:R:3 method="wB97M-V/def2-TZVPD" e_homo_ev=-9.67 charge=0
O -1.74018 -0.02298 2.16891 -0.18 0.18 -0.28
C -1.34927 0.26367 1.06746 -0.62 -0.10 0.40
C -0.30007 -0.51950 0.39085 0.55 1.06 0.49
C -0.07468 -0.61375 -1.06425 0.27 0.24 0.27
N 1.36714 -0.28738 -1.07863 0.63 0.72 -1.34
C 1.60584 0.65769 -0.25349 0.30 -0.71 -0.69
O 0.77828 0.99463 0.70287 -0.92 -2.22 -0.31
H -1.65228 1.16568 0.50834 -0.30 -0.06 0.15
H 0.07554 -1.39451 0.94099 0.18 0.76 0.16
H -0.66040 0.13065 -1.63031 0.28 -0.15 0.14
H -0.21370 -1.59606 -1.53945 -0.08 0.23 0.59
H 2.53965 1.20875 -0.37415 -0.11 0.05 0.42

***

(7)
12
Properties=species:S:1:pos:R:3:forces:R:3 method="wB97M-V/def2-TZVPD" e_homo_ev="-7.50 / -7.50" charge=0
O 0.75178 0.94256 -1.81597 0.20 -0.78 -0.13
C 0.98648 -0.22976 -1.93379 -0.21 0.60 -0.05
C -1.41533 0.39418 0.13233 0.08 0.10 -0.07
C -1.07945 0.47624 1.58355 0.04 -0.06 0.32
N -0.26380 -0.16142 0.56026 0.24 -0.11 0.03
C 0.87165 -0.72511 0.36829 -0.29 0.05 0.05
O 1.23213 -1.08845 -0.91358 -0.05 -0.03 0.02
H 1.02498 -0.79771 -2.87740 0.12 0.23 0.17
H -1.38987 1.20857 -0.58702 -0.04 -0.20 0.08
H -1.56383 -0.21447 2.27825 0.04 0.24 -0.12
H -0.61895 1.35775 2.04427 -0.01 -0.21 -0.14
H 1.46419 -1.16239 1.16081 -0.12 0.17 -0.15

***

(8)
12
Properties=species:S:1:pos:R:3:forces:R:3 method="wB97M-V/def2-TZVPD" e_homo_ev=-7.46 charge=0 smiles=Oc1c[nH]c(O)c1
O 1.61026 1.45304 -1.07951 1.84 0.28 -2.92
C 0.70317 0.59393 -0.60791 -0.56 -0.78 0.11
C -0.08785 -0.30706 -1.26345 -0.11 0.25 0.15
N -0.87144 -0.92484 -0.29965 0.13 -0.01 0.57
C -0.55350 -0.43584 0.91121 0.63 1.06 0.15
O -1.22425 -0.88222 1.99776 0.32 0.50 1.02
C 0.43792 0.53145 0.77768 -0.63 -0.38 0.55
H 1.93781 1.18618 -2.01096 -1.00 0.58 2.36
H -0.29547 -0.47954 -2.28743 0.15 -0.09 -0.68
H -1.63345 -1.54969 -0.44748 -0.17 -0.27 -0.17
H -0.89733 -0.37082 2.77702 -0.44 -0.68 -0.94
H 0.87411 1.18540 1.53273 -0.15 -0.46 -0.19

***

(9)
13
Properties=species:S:1:pos:R:3:forces:R:3 method="wB97M-V/def2-TZVPD" e_homo_ev=-8.91 charge=0 smiles="S=C1NOC[C@@]12CO2"
S 2.76161 -0.42215 0.11393 0.86 -0.89 0.03
C 1.29801 0.21092 0.03965 0.75 -0.05 -0.23
N 1.09380 1.54515 0.05253 1.85 4.28 4.11
O -0.23211 1.95591 0.48153 -1.11 -3.17 -3.51
C -0.93391 0.83666 -0.35586 2.34 0.16 -0.59
C -0.03701 -0.34399 -0.04212 -3.95 -0.53 0.04
C -0.68820 -1.69601 -0.17569 1.58 -0.30 1.86
O -0.52757 -0.96808 1.09908 -0.20 -1.54 0.34
H 1.69799 2.08236 0.83273 -1.10 -1.63 -2.86
H -0.80525 0.78749 -1.49304 -0.59 1.86 1.24
H -1.90398 0.63134 0.00782 -1.02 0.33 0.25
H -0.02617 -2.55300 -0.13956 0.35 0.11 -0.39
H -1.69722 -2.06660 -0.42101 0.23 1.37 -0.29

***

(10)
13
Properties=species:S:1:pos:R:3:forces:R:3 method="wB97M-V/def2-TZVPD" e_homo_ev=-8.98 charge=0 smiles="O=C[C@H]1CNC(=S)O1"
O -0.10592 2.63231 0.04194 1.53 -1.23 0.03
C 0.75296 1.75778 -0.03262 -2.18 2.01 -0.58
C 0.53414 0.40017 0.49918 1.80 -0.18 3.59
C -0.85476 -0.08931 0.62966 -1.38 -2.24 0.98
N -0.93797 -0.78791 -0.64911 -1.08 -0.05 0.32
C 0.27045 -1.25446 -0.99128 2.41 -1.09 0.81
S 0.63283 -2.60385 -1.84848 -0.09 0.76 -0.02
O 1.27035 -0.55905 -0.24791 -2.00 -0.56 -1.25
H 1.69479 1.91272 -0.55951 0.39 0.13 -0.03
H 0.90236 0.39173 1.58932 0.21 0.25 -1.51
H -1.60130 0.73599 0.72115 0.58 -0.86 0.18
H -0.94108 -1.00356 1.49198 0.12 2.93 -1.88
H -1.61686 -1.53257 -0.64433 -0.32 0.13 -0.63